{"formula": "C17H13Br2N2O3RhS", "method": "ωB97M-V/def2-TZVPD", "charge": -1, "s_squared": 0.76, "homo_lumo_gap_ev": [5.57, 6.66], "fmax_ev_per_a": 1.8, "relative_energy_ev": 0.000, "total_energy_ha": -6647.66464, "multiplicity": 2, "symbols": ["Rh", "C", "C", "C", "C", "C", "C", "Br", "C", "C", "Br", "C", "O", "C", "N", "H", "H", "H", "H", "H", "H", "O", "N", "C", "C", "C", "C", "C", "S", "H", "H", "H", "H", "C", "C", "O", "H", "H", "H"], "coordinates": [[0.124, 0.233, -0.048], [2.165, -2.533, 0.961], [1.137, -2.214, 2.009], [1.118, -2.903, 3.244], [0.168, -2.629, 4.168], [-0.810, -1.651, 3.888], [-1.857, -1.289, 4.763], [-2.026, -2.129, 6.470], [-2.765, -0.336, 4.416], [-2.674, 0.316, 3.182], [-3.951, 1.640, 2.749], [-1.665, 0.054, 2.247], [-1.581, 0.660, 1.138], [-0.715, -0.991, 2.635], [0.257, -1.288, 1.731], [2.844, -3.313, 1.310], [2.733, -1.642, 0.700], [1.678, -2.860, 0.042], [1.868, -3.659, 3.445], [0.155, -3.154, 5.113], [-3.564, -0.082, 5.099], [1.500, -0.803, -1.382], [1.795, -0.218, -2.530], [2.980, -0.521, -3.092], [3.380, 0.033, -4.275], [2.528, 0.949, -4.907], [1.334, 1.253, -4.328], [0.922, 0.675, -3.101], [-0.541, 1.041, -2.330], [3.557, -1.242, -2.531], [4.338, -0.243, -4.694], [2.815, 1.412, -5.844], [0.659, 1.964, -4.782], [2.507, 1.083, 1.557], [1.313, 1.595, 0.768], [0.992, 2.749, 0.814], [3.035, 1.916, 2.025], [3.183, 0.524, 0.907], [2.134, 0.400, 2.323]], "atomic_forces_ev_per_a": [[1.0, 0.2, -0.3], [0.0, -0.1, 0.1], [0.4, -0.3, -0.1], [0.4, -0.2, -0.3], [-0.2, 0.1, 0.2], [0.0, 0.1, -0.2], [0.1, -0.2, 0.2], [0.0, 0.0, 0.0], [-0.2, 0.2, -0.2], [-0.1, -0.1, 0.3], [-0.1, 0.0, 0.0], [0.1, -0.1, 0.0], [0.0, 0.2, 0.2], [-0.2, 0.1, 0.3], [-0.5, 0.3, 0.3], [0.0, 0.0, 0.0], [0.0, 0.0, 0.0], [0.0, 0.0, 0.0], [0.0, 0.0, -0.1], [-0.1, 0.0, 0.0], [0.0, 0.1, 0.0], [0.3, 0.0, 0.0], [-0.2, 0.3, 0.1], [0.2, -0.1, -0.2], [0.1, -0.1, 0.0], [0.2, -0.1, -0.1], [-0.2, 0.0, 0.1], [-0.1, 0.0, 0.0], [0.0, 0.2, -0.1], [0.0, 0.0, 0.0], [0.0, 0.0, 0.0], [0.0, 0.0, 0.0], [0.0, 0.0, 0.0], [0.3, -0.1, -0.2], [-1.4, -1.2, 0.1], [0.1, 0.5, -0.2], [0.0, 0.0, 0.0], [0.0, 0.0, 0.0], [0.1, 0.0, 0.0]]}

=====

{"formula": "C17H13BrN4O5S", "method": "ωB97M-V/def2-TZVPD", "homo_lumo_gap_ev": 6.21, "fmax_ev_per_a": 3.0, "total_energy_ha": -4222.67094, "symbols": ["N", "C", "C", "C", "C", "N", "O", "O", "C", "C", "N", "O", "O", "N", "C", "H", "H", "C", "S", "C", "C", "C", "C", "C", "C", "C", "Br", "C", "C", "O", "H", "H", "H", "H", "H", "H", "H", "H", "H", "H", "H"], "coordinates": [[-2.466, -5.981, 1.674], [-2.081, -4.878, 1.632], [-1.589, -3.535, 1.595], [-0.258, -3.143, 1.395], [0.102, -1.773, 1.357], [1.490, -1.467, 1.116], [2.224, -2.367, 0.652], [1.923, -0.322, 1.409], [-0.846, -0.710, 1.413], [-2.136, -1.141, 1.754], [-3.317, -0.393, 1.902], [-3.554, 0.796, 1.981], [-4.380, -1.361, 1.923], [-3.882, -2.671, 1.869], [-2.539, -2.489, 1.789], [0.510, -3.901, 1.252], [-0.578, 0.314, 1.689], [-1.698, 1.579, -2.486], [-1.737, 0.355, -1.156], [-1.674, -1.189, -2.103], [-0.168, 0.361, -0.408], [0.284, 1.723, -0.078], [1.728, 2.113, -0.253], [2.448, 1.777, -1.408], [3.771, 2.213, -1.559], [4.375, 2.968, -0.544], [6.183, 3.510, -0.704], [3.647, 3.314, 0.609], [2.316, 2.921, 0.726], [-0.541, 2.521, 0.387], [-2.733, 1.664, -2.839], [-1.378, 2.538, -2.073], [-1.049, 1.244, -3.302], [-2.713, -1.540, -2.122], [-1.315, -0.977, -3.117], [-1.041, -1.917, -1.587], [0.535, -0.401, -0.746], [1.960, 1.175, -2.176], [4.333, 1.972, -2.455], [4.118, 3.895, 1.393], [1.725, 3.205, 1.597]], "atomic_forces_ev_per_a": [[0.7, 2.1, -0.1], [-0.1, -2.1, 0.1], [0.9, 0.5, 0.1], [-1.2, -0.4, 0.0], [-0.2, -0.1, 0.1], [1.8, 0.3, 0.6], [-1.2, 1.3, 0.6], [-1.3, -1.9, -0.7], [2.2, 0.9, 1.5], [-2.9, 0.6, -0.4], [1.0, -1.2, -0.4], [0.1, -1.4, -0.1], [0.9, 0.7, 0.4], [2.2, 1.8, 0.0], [-2.1, -0.9, -0.6], [-0.1, 0.3, 0.1], [-0.1, -0.7, 0.4], [-0.4, -0.1, -0.4], [0.3, 0.2, -0.1], [-0.6, 0.1, 0.0], [0.5, 0.7, -1.2], [-0.5, -0.5, 0.4], [0.0, 0.2, -0.2], [0.2, 0.2, 0.6], [-0.1, 0.2, 0.3], [-1.0, -0.4, 0.2], [-0.2, 0.0, 0.0], [0.0, -0.1, -0.5], [0.2, -0.2, -0.1], [0.5, -0.3, -0.4], [0.2, 0.1, 0.0], [0.0, -0.2, 0.1], [0.0, 0.1, 0.3], [0.4, -0.1, -0.2], [0.0, -0.2, 0.4], [-0.1, 0.2, 0.0], [-0.3, 0.4, -0.4], [0.3, 0.1, 0.1], [-0.1, 0.0, 0.1], [0.0, 0.0, -0.1], [0.2, -0.1, -0.2]]}

=====

{"formula": "C17H13ClFN3O", "method": "ωB97M-V/def2-TZVPD", "homo_lumo_gap_ev": 7.95, "fmax_ev_per_a": 19.1, "relative_energy_ev": 15.032, "total_energy_ha": -1454.64524, "symbols": ["O", "C", "N", "C", "C", "C", "C", "C", "C", "F", "C", "C", "C", "C", "C", "N", "C", "C", "Cl", "C", "N", "C", "C", "H", "H", "H", "H", "H", "H", "H", "H", "H", "H", "H", "H", "H"], "coordinates": [[-1.524, 1.265, 1.676], [-0.431, 1.002, 1.193], [0.794, 1.453, 1.765], [0.819, 2.365, 2.989], [-0.378, 2.987, 3.699], [-0.077, 3.658, 4.977], [1.165, 3.956, 5.478], [2.401, 3.640, 4.494], [2.195, 2.836, 3.435], [3.155, 2.280, 2.722], [-0.117, 0.169, 0.266], [0.849, -0.624, 0.062], [1.147, -1.430, -1.004], [0.340, -1.430, -2.269], [0.531, -2.355, -3.209], [-0.520, -2.845, -3.895], [-1.674, -2.677, -4.654], [-2.800, -3.578, -4.493], [-3.971, -3.715, -5.485], [-1.998, -4.581, -3.651], [-1.002, -4.154, -2.959], [-0.813, -0.665, -1.930], [-1.023, 0.303, -0.919], [1.645, 1.417, 1.425], [-1.141, 2.497, 3.466], [-1.028, 4.119, 5.394], [1.558, 4.735, 6.137], [3.578, 3.758, 4.854], [1.915, -0.778, 0.776], [2.005, -2.015, -1.119], [0.785, -1.659, -4.225], [1.168, -2.901, -3.141], [-1.618, -1.622, -5.232], [-2.638, -5.516, -3.208], [-1.491, -0.642, -2.787], [-1.805, 0.750, -0.627]], "atomic_forces_ev_per_a": [[0.6, 0.2, -0.8], [0.8, 5.4, 8.9], [-6.3, 3.9, 6.6], [-1.0, 2.1, 0.5], [12.0, 0.6, 1.7], [-2.0, 0.8, -1.2], [3.9, 0.3, -4.4], [0.2, -0.3, 3.7], [-4.3, -1.2, -0.7], [1.5, -0.2, -0.7], [-5.4, -1.5, -10.3], [10.4, -5.0, 2.1], [-2.3, 0.3, -5.2], [-0.9, 4.7, 12.3], [-9.7, 13.2, -9.8], [-8.0, -7.9, 1.4], [0.5, 4.0, -0.3], [11.5, 1.0, 4.0], [-5.2, -0.8, -3.8], [-5.0, -1.1, 2.5], [1.2, 1.4, -3.5], [-0.8, 1.9, -3.0], [7.6, -7.0, 0.3], [4.7, -0.8, -2.7], [-7.2, -3.0, -1.7], [1.4, -0.8, 0.1], [-1.2, -0.6, 0.6], [-3.5, 0.0, -1.0], [-3.7, 0.8, -1.0], [1.5, -0.8, 0.8], [1.0, -0.8, 2.1], [13.3, -11.8, 1.8], [-0.6, -2.7, 0.9], [2.0, 2.0, -1.2], [-0.6, 0.1, 0.4], [-6.3, 3.6, 0.7]]}

=====

{"formula": "C17H13ClN2O3", "method": "ωB97M-V/def2-TZVPD", "homo_lumo_gap_ev": 8.89, "fmax_ev_per_a": 1.0, "relative_energy_ev": 0.000, "total_energy_ha": -1451.09084, "symbols": ["O", "C", "O", "C", "C", "N", "N", "C", "C", "C", "C", "C", "Cl", "C", "C", "C", "O", "C", "C", "C", "C", "C", "C", "H", "H", "H", "H", "H", "H", "H", "H", "H", "H", "H", "H", "H"], "coordinates": [[-4.724, -2.127, -0.680], [-3.645, -2.373, -0.215], [-3.483, -2.979, 0.961], [-2.314, -2.032, -0.852], [-1.772, -0.770, -0.235], [-0.772, -0.925, 0.564], [-0.215, 0.112, 1.176], [0.934, -0.212, 2.012], [2.186, -0.240, 1.175], [2.889, 0.933, 0.931], [4.013, 0.924, 0.124], [4.431, -0.268, -0.444], [5.838, -0.289, -1.450], [3.735, -1.446, -0.220], [2.612, -1.424, 0.587], [-0.596, 1.431, 1.028], [-0.010, 2.322, 1.616], [-1.741, 1.625, 0.137], [-2.233, 2.914, -0.074], [-3.310, 3.113, -0.906], [-3.911, 2.026, -1.539], [-3.438, 0.748, -1.348], [-2.342, 0.524, -0.504], [-4.340, -3.170, 1.374], [-2.452, -1.906, -1.926], [-1.609, -2.836, -0.644], [0.744, -1.188, 2.461], [1.001, 0.562, 2.779], [2.547, 1.858, 1.370], [4.561, 1.834, -0.063], [4.070, -2.365, -0.673], [2.061, -2.336, 0.761], [-1.745, 3.733, 0.434], [-3.694, 4.109, -1.069], [-4.759, 2.189, -2.188], [-3.923, -0.083, -1.832]], "atomic_forces_ev_per_a": [[-0.2, 0.1, -0.1], [-0.2, 0.0, -0.4], [0.3, -0.3, 0.6], [-0.1, 0.0, 0.2], [0.4, -0.1, 0.2], [-0.3, -0.8, -0.5], [-0.2, 0.6, 0.2], [0.2, 0.1, 0.1], [0.0, 0.0, 0.1], [0.0, -0.1, 0.0], [0.1, -0.1, -0.1], [-0.2, 0.0, 0.1], [0.2, 0.0, -0.1], [0.1, 0.0, -0.1], [0.0, 0.1, 0.1], [0.0, -0.2, 0.1], [0.1, 0.2, 0.0], [-0.3, -0.2, -0.3], [0.1, 0.0, 0.1], [0.1, 0.0, 0.1], [0.0, -0.1, 0.0], [0.0, -0.1, 0.0], [0.2, 0.6, 0.2], [0.0, 0.2, -0.3], [-0.1, -0.1, 0.1], [0.0, 0.1, -0.1], [0.0, 0.1, 0.0], [0.0, -0.2, -0.1], [0.0, 0.1, 0.1], [0.1, 0.1, 0.0], [0.1, -0.1, 0.0], [-0.1, -0.1, 0.0], [0.0, 0.1, 0.0], [0.0, 0.1, 0.0], [-0.1, 0.0, -0.1], [-0.1, -0.1, 0.0]]}